1.
The following is a quantum chemistry calculation of the ion C4H8NOS with charge -1 at a distorted geometry, from the OMol25 dataset.

Cartesian coordinates (Å):
C -0.63 -0.67 0.04
N -0.20 -0.02 1.25
C -1.00 0.38 2.27
O -0.62 0.41 3.43
C -0.16 0.06 -1.20
C 1.31 0.27 -1.40
S 2.36 -1.26 -1.12
H -0.13 -1.65 -0.06
H -1.72 -0.67 -0.08
H 0.77 -0.25 1.45
H -1.97 0.77 1.94
H -0.62 -0.29 -2.15
H -0.63 1.10 -1.31
H 1.53 0.78 -2.35
H 1.70 1.04 -0.72

Total charge   -1
Relative energy (zero: lowest compared OMol25 entry of this formula, charge and spin)   73.9 kJ/mol
Orbital gap   6.38 eV
SMILES   O=CNCCC[S-]

Atom charges from the Mulliken analysis, given in e for atoms 1 to 8:
1 C -0.661
2 N -0.049
3 C 0.028
4 O -0.617
5 C -0.565
6 C -0.893
7 S -0.660
8 H 0.271

2.
The following is a quantum chemistry calculation of a cluster of 2 separate species, C3H4Cl3FNOS in total at a distorted geometry, from the OMol25 dataset.

Cartesian coordinates (Å):
C -0.38 -0.61 -1.31
C 1.12 1.04 -0.60
C -0.06 -1.09 1.74
N -0.10 0.32 -0.24
O 0.35 -1.15 -2.03
F -1.71 -0.90 -1.33
S -1.25 1.52 0.28
Cl -0.56 0.18 2.70
Cl 1.65 -1.37 1.81
Cl -1.01 -2.39 1.35
H 0.85 1.41 -1.53
H 1.36 1.80 0.11
H 2.03 0.42 -0.79
H -2.29 0.83 -0.15

Total charge   +1
Relative energy (zero: lowest compared OMol25 entry of this formula, charge and spin)   158.8 kJ/mol
Orbital gap (spin up / spin down)   7.27 / 7.27 eV

Atom charges from the Mulliken analysis, given in e for atoms 1 to 8:
1 C 0.520
2 C -1.078
3 C 0.611
4 N -0.019
5 O -0.350
6 F -0.227
7 S -0.042
8 Cl 0.086

3.
The following is a quantum chemistry calculation of a structure of composition C53H46N5O9PS2SbW at a distorted geometry, from the OMol25 dataset.

Cartesian coordinates (Å):
W 0.12 -1.70 1.82
N -1.13 -3.52 2.12
C -2.54 -3.22 1.67
C -2.54 -3.14 0.12
C -1.57 -2.15 -0.49
O -1.24 -2.29 -1.61
O -1.14 -1.15 0.28
H -0.81 -4.43 1.74
H -1.12 -3.59 3.11
H -2.88 -2.27 2.15
H -3.17 -4.05 1.94
H -3.53 -2.78 -0.23
H -2.25 -4.09 -0.31
O 1.59 -4.36 2.81
S 2.17 -3.36 3.66
O 2.60 -3.65 5.00
O 1.21 -2.21 3.58
C 3.61 -2.66 2.78
C 4.73 -2.38 3.51
C 5.86 -1.89 2.88
C 5.85 -1.62 1.55
C 4.67 -1.88 0.78
C 3.51 -2.42 1.42
P 1.99 -2.72 0.37
C 1.85 -4.58 0.22
C 0.62 -5.19 0.02
C 0.47 -6.56 -0.12
C 1.57 -7.40 0.01
C 2.77 -6.85 0.36
C 2.90 -5.44 0.43
C 2.40 -2.16 -1.31
C 1.60 -1.06 -1.74
C 1.69 -0.49 -3.01
C 2.53 -1.01 -3.91
C 3.36 -2.06 -3.55
C 3.25 -2.68 -2.30
H 4.77 -2.76 4.57
H 6.77 -1.87 3.49
H 6.82 -1.49 1.03
H 4.68 -1.76 -0.34
H -0.23 -4.53 -0.03
H -0.45 -6.98 -0.22
H 1.40 -8.44 -0.04
H 3.62 -7.57 0.65
H 3.77 -5.01 0.78
H 0.82 -0.70 -1.13
H 1.00 0.33 -3.22
H 2.68 -0.62 -4.96
H 4.03 -2.53 -4.23
H 3.79 -3.60 -2.16
O 1.53 4.49 6.57
S 0.99 5.80 6.24
O 1.86 6.87 6.57
O -0.42 5.93 6.55
C 1.05 5.74 4.40
N 1.12 6.85 3.65
C 1.34 6.71 2.37
C 1.64 5.48 1.75
C 1.60 4.42 2.60
N 1.39 4.53 3.93
C 1.69 2.95 2.19
C 2.52 1.93 2.75
C 2.21 0.59 2.53
N 1.20 0.25 1.69
C 0.54 1.19 1.03
C 0.70 2.51 1.32
H 1.30 7.63 1.80
H 1.66 5.38 0.61
H 3.33 2.20 3.41
H 2.69 -0.11 3.13
H -0.17 0.77 0.30
H 0.12 3.25 0.77
O -1.17 -1.01 3.27
N -0.72 -0.09 4.23
C -1.05 1.16 3.91
C -0.65 2.23 4.71
C 0.26 1.97 5.77
C 0.55 0.67 6.09
C -0.05 -0.42 5.36
H -1.68 1.38 2.97
H -0.92 3.19 4.49
H 0.77 2.83 6.16
H 1.31 0.49 6.88
H 0.07 -1.49 5.57
C -1.34 3.01 -7.88
C -0.72 1.75 -7.72
C -0.87 0.98 -6.56
C -1.60 1.50 -5.53
C -2.22 2.75 -5.61
C -2.21 3.44 -6.84
Sb -2.29 0.10 -3.96
C -4.35 0.47 -4.41
C -5.02 -0.32 -5.31
C -6.25 0.04 -5.74
C -6.80 1.24 -5.35
C -6.16 2.06 -4.42
C -4.93 1.65 -3.94
C -2.22 1.46 -2.21
C -3.17 1.30 -1.22
C -3.33 2.23 -0.18
C -2.55 3.32 -0.07
C -1.63 3.51 -1.10
C -1.47 2.65 -2.19
H -1.15 3.52 -8.83
H -0.16 1.32 -8.66
H -0.40 0.04 -6.56
H -2.88 3.09 -4.85
H -2.76 4.33 -7.03
H -4.67 -1.29 -5.59
H -6.70 -0.59 -6.56
H -7.72 1.61 -5.85
H -6.60 2.96 -4.05
H -4.38 2.22 -3.19
H -3.94 0.47 -1.21
H -4.09 1.98 0.56
H -2.58 4.07 0.71
H -1.04 4.44 -1.17
H -0.85 2.98 -3.02

Multiplicity   4
<S²>   3.7624
Relative energy (zero: lowest compared OMol25 entry of this formula, charge and spin)   0.0 kJ/mol
Orbital gap (spin up / spin down)   7.48 / 7.10 eV

Atom charges from the Mulliken analysis, given in e for atoms 1 to 8:
1 W 4.948
2 N -0.866
3 C -0.900
4 C -0.783
5 C 0.093
6 O -0.521
7 O -0.625
8 H 0.105

4.
The following is a quantum chemistry calculation of a cluster of 15 separate species, C63H166N10O24 in total at a distorted geometry, from the OMol25 dataset.

Cartesian coordinates (Å):
C 7.77 -1.32 2.12
O 7.24 -1.71 3.35
C 6.79 -3.07 3.37
C 6.03 -3.22 4.68
N 4.76 -2.49 4.62
C 4.02 -2.74 5.86
C 2.70 -2.01 5.83
O 1.94 -2.43 6.95
C 0.56 -2.19 6.82
H 7.07 -1.41 1.28
H 8.68 -1.87 1.82
H 8.10 -0.29 2.20
H 7.73 -3.63 3.27
H 6.12 -3.28 2.53
H 6.66 -2.98 5.54
H 5.85 -4.30 4.77
H 5.07 -1.53 4.50
H 4.64 -2.32 6.66
H 3.83 -3.80 6.00
H 2.12 -2.12 4.91
H 2.90 -0.93 5.86
H 0.08 -2.77 6.03
H 0.35 -1.12 6.69
H 0.03 -2.40 7.75
C -2.14 -2.94 3.77
O -3.43 -2.91 4.30
C -4.39 -3.47 3.45
C -5.80 -3.39 4.01
N -6.23 -4.54 4.81
C -5.30 -4.81 5.91
C -5.82 -5.95 6.75
O -7.01 -5.59 7.45
C -7.53 -6.59 8.27
H -2.00 -2.35 2.86
H -1.79 -3.95 3.54
H -1.46 -2.59 4.55
H -4.17 -4.50 3.15
H -4.41 -2.93 2.49
H -6.44 -3.38 3.12
H -5.99 -2.45 4.55
H -7.11 -4.32 5.27
H -5.19 -3.94 6.58
H -4.28 -5.01 5.60
H -5.11 -6.09 7.58
H -5.94 -6.90 6.24
H -6.75 -6.96 8.94
H -7.94 -7.46 7.73
H -8.36 -6.17 8.84
C -2.27 3.82 4.70
O -2.39 4.98 5.47
C -2.56 6.19 4.76
C -3.06 7.21 5.78
N -3.25 8.51 5.14
C -3.68 9.48 6.14
C -3.99 10.83 5.55
O -4.23 11.83 6.53
C -5.50 11.71 7.15
H -3.10 3.74 4.00
H -2.19 2.94 5.34
H -1.33 3.84 4.13
H -3.30 6.06 3.96
H -1.62 6.56 4.33
H -2.33 7.23 6.59
H -4.03 6.90 6.18
H -3.97 8.38 4.44
H -2.94 9.59 6.93
H -4.58 9.10 6.65
H -4.76 10.78 4.77
H -3.08 11.20 5.08
H -5.34 11.18 8.09
H -6.28 11.25 6.55
H -5.87 12.67 7.52
C -0.47 2.88 -8.04
O 0.69 3.02 -7.25
C 1.85 2.92 -8.06
C 3.12 3.09 -7.23
N 3.20 2.00 -6.27
C 4.01 2.25 -5.08
C 3.92 1.02 -4.19
O 4.82 1.12 -3.11
C 4.67 0.11 -2.16
H -0.51 3.70 -8.77
H -1.34 2.84 -7.40
H -0.40 1.93 -8.59
H 1.82 3.67 -8.86
H 1.85 1.99 -8.63
H 3.21 4.09 -6.80
H 3.98 2.98 -7.91
H 2.31 1.55 -6.11
H 3.75 3.18 -4.57
H 5.05 2.31 -5.41
H 4.06 0.10 -4.77
H 2.92 1.03 -3.73
H 5.24 0.35 -1.26
H 5.12 -0.83 -2.49
H 3.65 0.09 -1.77
C 1.45 -1.49 -2.32
O 0.51 -2.02 -1.41
C -0.83 -1.77 -1.80
C -1.23 -0.32 -1.57
N -0.95 0.15 -0.20
C -2.11 -0.03 0.69
C -1.81 0.43 2.15
O -0.62 -0.13 2.67
C -0.27 0.34 3.97
H 2.48 -1.76 -2.06
H 1.48 -0.40 -2.29
H 1.28 -1.91 -3.32
H -1.48 -2.43 -1.22
H -0.94 -2.07 -2.85
H -2.27 -0.12 -1.83
H -0.62 0.32 -2.22
H -0.19 -0.43 0.14
H -2.36 -1.10 0.71
H -3.00 0.52 0.40
H -2.61 0.26 2.87
H -1.69 1.52 2.10
H 0.57 -0.20 4.40
H -1.17 0.21 4.58
H -0.05 1.41 3.99
C -0.23 0.38 -5.23
O 1.02 -0.01 -5.76
C 0.90 -1.05 -6.71
C 2.28 -1.58 -6.99
N 3.01 -0.64 -7.85
C 4.39 -1.12 -8.06
C 5.29 -0.02 -8.58
O 6.62 -0.41 -8.85
C 7.39 0.56 -9.51
H -0.71 -0.40 -4.63
H -0.95 0.55 -6.04
H -0.19 1.28 -4.63
H 0.37 -0.69 -7.60
H 0.33 -1.92 -6.34
H 2.30 -2.56 -7.45
H 2.72 -1.71 -5.99
H 3.18 0.20 -7.31
H 4.38 -1.98 -8.74
H 4.78 -1.54 -7.12
H 5.38 0.79 -7.85
H 4.83 0.36 -9.50
H 8.33 0.06 -9.75
H 7.49 1.44 -8.87
H 6.97 0.97 -10.43
C 10.00 -7.46 -7.68
O 8.99 -6.93 -6.84
C 7.79 -7.66 -6.99
C 6.75 -7.21 -5.97
N 6.06 -6.02 -6.40
C 5.14 -5.53 -5.38
C 4.35 -4.26 -5.86
O 3.39 -3.79 -4.93
C 2.43 -4.77 -4.56
H 9.85 -7.21 -8.73
H 10.10 -8.54 -7.58
H 10.95 -7.06 -7.34
H 7.91 -8.73 -6.78
H 7.37 -7.56 -7.99
H 7.24 -7.06 -5.00
H 6.04 -8.02 -5.76
H 6.67 -5.24 -6.62
H 5.70 -5.31 -4.46
H 4.37 -6.30 -5.29
H 3.85 -4.54 -6.79
H 5.05 -3.46 -6.08
H 2.89 -5.51 -3.91
H 2.02 -5.21 -5.47
H 1.56 -4.37 -4.05
C -3.30 -1.46 7.11
O -2.96 -1.38 8.48
C -3.57 -0.28 9.15
C -3.31 1.14 8.64
N -1.98 1.68 8.84
C -1.04 1.19 7.82
C 0.25 2.03 7.83
O 1.15 1.47 6.90
C 2.50 1.81 7.12
H -2.77 -2.33 6.73
H -2.84 -0.64 6.54
H -4.36 -1.51 6.87
H -3.37 -0.35 10.22
H -4.66 -0.43 9.12
H -4.05 1.82 9.07
H -3.60 1.23 7.59
H -1.64 1.33 9.73
H -1.54 1.36 6.86
H -0.82 0.13 7.92
H 0.64 1.98 8.85
H -0.05 3.05 7.59
H 2.59 2.90 7.20
H 3.13 1.43 6.32
H 2.85 1.37 8.05
C -3.95 2.45 -2.12
O -4.10 3.33 -3.21
C -2.98 4.21 -3.29
C -2.90 4.83 -4.66
N -4.08 5.58 -5.02
C -4.04 6.13 -6.36
C -3.86 5.09 -7.45
O -4.87 4.09 -7.39
C -4.60 3.10 -8.38
H -3.18 1.69 -2.25
H -4.85 1.82 -2.03
H -3.79 2.89 -1.13
H -2.02 3.71 -3.10
H -3.04 4.97 -2.49
H -2.65 4.02 -5.35
H -1.99 5.45 -4.72
H -4.30 6.26 -4.31
H -3.19 6.84 -6.45
H -4.96 6.68 -6.55
H -2.85 4.67 -7.37
H -3.97 5.58 -8.43
H -5.40 2.38 -8.17
H -3.70 2.54 -8.13
H -4.70 3.42 -9.42
C 3.79 -1.72 1.59
C 2.55 -0.94 2.04
C 2.54 0.44 1.29
O 3.60 1.25 1.74
C 3.38 1.86 3.00
N 1.37 -1.74 1.69
H 4.71 -1.24 1.92
H 3.78 -1.77 0.50
H 3.74 -2.73 2.00
H 2.63 -0.77 3.11
H 1.59 0.98 1.32
H 2.64 0.22 0.22
H 3.23 1.05 3.72
H 2.48 2.48 3.07
H 4.18 2.53 3.30
H 0.54 -1.20 1.98
H 1.33 -1.86 0.68
C 0.23 3.65 -0.19
O -0.94 3.04 -0.73
H 1.10 3.42 -0.81
H 0.08 4.72 -0.08
H 0.46 3.28 0.81
H -0.85 2.10 -0.50
C -4.98 0.82 4.31
O -5.22 1.16 5.67
H -5.83 1.13 3.70
H -4.01 1.25 4.05
H -4.95 -0.27 4.20
H -5.44 2.10 5.67
C -5.54 -1.24 0.08
O -5.52 -0.52 1.30
H -4.91 -2.13 0.19
H -6.56 -1.60 -0.11
H -5.12 -0.65 -0.74
H -6.14 0.20 1.23
C -1.60 -5.51 -3.75
O -2.18 -6.07 -4.91
H -2.18 -4.66 -3.39
H -1.44 -6.23 -2.95
H -0.61 -5.11 -4.01
H -2.24 -5.37 -5.57
C -4.89 -2.61 -3.15
O -3.75 -1.76 -3.03
H -4.74 -3.33 -3.96
H -4.98 -3.22 -2.24
H -5.82 -2.06 -3.26
H -4.03 -1.00 -3.55

Relative energy (zero: lowest compared OMol25 entry of this formula, charge and spin)   288.0 kJ/mol
Orbital gap   8.54 eV

Atom charges from the Mulliken analysis, given in e for atoms 1 to 8:
1 C -0.718
2 O -0.352
3 C -0.362
4 C -1.089
5 N 0.105
6 C -0.958
7 C 0.602
8 O -0.521

5.
The following is a quantum chemistry calculation of a structure of composition C21H29F2GaIN2O8 at a distorted geometry, from the OMol25 dataset.

Cartesian coordinates (Å):
C 3.41 3.08 1.85
C 2.82 2.25 0.65
O 3.26 2.50 -0.46
N 1.80 1.33 0.95
C 0.65 2.18 1.46
Ga 1.19 0.33 -0.61
C 2.50 -1.09 -1.28
C 4.02 -0.68 -1.24
C 4.61 -1.06 0.15
N 5.22 -0.13 1.06
O 4.58 -2.23 0.47
C 0.69 1.67 -2.11
C -0.76 1.55 -2.65
C -1.85 2.00 -1.62
I -0.90 2.99 -4.35
C -0.54 -0.68 -0.07
C -1.02 -0.75 1.31
C -2.24 -1.41 1.71
C -3.07 -2.05 0.71
C -2.62 -2.04 -0.65
C -1.39 -1.37 -1.05
H 4.29 3.68 1.52
H 2.63 3.83 2.17
H 3.60 2.45 2.75
H -0.33 1.87 1.03
H 0.69 2.18 2.58
H 0.82 3.23 1.10
H 2.38 -2.09 -0.79
H 2.26 -1.28 -2.37
H 4.56 -1.34 -1.98
H 4.23 0.37 -1.55
H 6.05 0.24 0.59
H 5.59 -0.72 1.81
H 1.47 1.65 -2.91
H 0.78 2.70 -1.65
H -0.93 0.55 -3.10
H -1.41 2.64 -0.81
H -2.64 2.60 -2.14
H -2.37 1.16 -1.11
H -0.42 -0.26 2.09
H -2.53 -1.39 2.78
H -4.02 -2.53 1.04
H -3.26 -2.53 -1.42
H -1.14 -1.42 -2.12
C -0.24 -2.22 6.75
C 0.51 -2.66 5.52
O -0.12 -1.95 4.49
C -0.59 -0.80 5.05
O -0.94 0.15 4.44
O -0.60 -0.89 6.42
F 0.35 -3.99 5.30
H -1.14 -2.81 6.92
H 0.37 -2.25 7.65
H 1.58 -2.42 5.54
C -4.51 -0.27 -5.81
C -4.32 0.57 -4.58
O -3.59 -0.28 -3.72
C -2.87 -1.11 -4.53
O -1.96 -1.77 -4.17
O -3.33 -1.07 -5.81
F -5.51 0.88 -4.00
H -5.39 -0.92 -5.74
H -4.59 0.32 -6.72
H -3.75 1.49 -4.75

Total charge   -1
Relative energy (zero: lowest compared OMol25 entry of this formula, charge and spin)   152.4 kJ/mol
Orbital gap   7.04 eV

Atom charges from the Mulliken analysis, given in e for atoms 1 to 8:
1 C -1.242
2 C 0.482
3 O -0.578
4 N 0.333
5 C -1.115
6 Ga -0.878
7 C -0.952
8 C -0.371

6.
The following is a quantum chemistry calculation of the ion C3H3N2O2S with charge -1 at a distorted geometry, from the OMol25 dataset.

Cartesian coordinates (Å):
C -0.43 -0.03 -0.34
C -2.72 -0.86 -0.61
C 1.71 0.66 0.25
N -1.65 -0.70 -0.10
N 0.52 -0.11 0.58
O -0.32 0.63 -1.38
O -3.82 -1.12 -0.92
S 0.68 -1.01 2.04
H 1.43 1.64 -0.14
H 2.31 0.76 1.15
H 2.29 0.15 -0.53

Total charge   -1
Relative energy (zero: lowest compared OMol25 entry of this formula, charge and spin)   9.0 kJ/mol
Orbital gap   6.38 eV
SMILES   CN([S-])C(=O)N=C=O

Atom charges from the Mulliken analysis, given in e for atoms 1 to 8:
1 C 0.528
2 C 0.580
3 C -0.862
4 N -0.212
5 N -0.044
6 O -0.680
7 O -0.520
8 S -0.618

7.
The following is a quantum chemistry calculation of the ion C5H7N2 with charge +1 at a distorted geometry, from the OMol25 dataset.

Cartesian coordinates (Å):
C 0.93 0.59 0.42
C -1.27 -0.39 0.08
C 1.42 -0.02 -0.69
C -0.43 -1.21 -1.25
C -0.43 0.34 0.87
N 0.80 -0.95 -1.42
N -0.94 1.18 1.74
H 1.61 1.34 0.67
H -2.34 -0.66 0.13
H 2.45 0.28 -0.85
H -0.94 -2.04 -1.70
H 1.32 -1.48 -2.14
H -0.27 1.87 2.20
H -1.90 1.16 1.95

Total charge   +1
Relative energy (zero: lowest compared OMol25 entry of this formula, charge and spin)   267.2 kJ/mol
Orbital gap   8.78 eV
SMILES   [NH2+]=c1cc[nH]cc1

Atom charges from the Mulliken analysis, given in e for atoms 1 to 8:
1 C -0.386
2 C -0.750
3 C -0.355
4 C -0.220
5 C 1.037
6 N -0.002
7 N -0.437
8 H 0.302

What are the energy values for these records? In order: -685.42792; -2124.96619; -4443.14535; -4852.67349; -3951.30375; -774.36377; -303.91720 Eh.